No. 1
{
  "formula": "C10H30N2O12S2",
  "method": "wB97M-V/def2-TZVPD",
  "e_lumo_ev": -0.23,
  "charge": 0,
  "de_lowest_ev": 4.5442,
  "species": ["S", "S", "O", "O", "O", "O", "O", "O", "O", "O", "O", "O", "O", "O", "N", "N", "C", "C", "C", "C", "C", "C", "C", "C", "C", "C", "H", "H", "H", "H", "H", "H", "H", "H", "H", "H", "H", "H", "H", "H", "H", "H", "H", "H", "H", "H", "H", "H", "H", "H", "H", "H", "H", "H", "H", "H"],
  "coordinates": [[-6.107, -1.750, 0.651], [0.588, 1.089, -0.217], [2.134, -2.513, -2.401], [3.811, 1.241, -2.974], [-7.366, -2.464, 0.458], [-0.371, 2.019, 3.159], [-4.783, -2.626, 0.056], [4.545, 3.211, -3.438], [-5.930, -0.396, 0.143], [-0.097, 1.881, 0.844], [0.236, 1.306, -1.602], [0.398, -0.511, 0.038], [2.974, -0.578, -2.141], [3.955, -0.822, 0.952], [3.618, 2.420, -3.128], [2.075, -1.319, -2.463], [0.772, -0.674, -2.791], [-2.906, -1.150, -0.360], [-3.953, -2.026, -0.933], [2.164, 2.886, -3.119], [4.622, -0.822, -0.321], [0.465, -0.923, 1.377], [-0.947, -0.777, 1.952], [0.747, 2.465, 3.898], [2.479, 1.207, -0.084], [-5.664, -1.777, 2.490], [4.142, -0.056, -0.929], [2.059, 3.921, -3.444], [2.778, 0.276, -0.566], [0.964, -1.888, 1.462], [4.521, -1.814, -0.761], [1.548, 2.283, -3.786], [0.021, 1.769, 2.319], [1.363, 1.651, 4.281], [-1.064, -1.814, 2.266], [-5.496, -2.770, 2.907], [0.272, -1.125, -3.647], [-6.582, -1.374, 2.920], [0.790, 0.382, -3.062], [2.856, 1.294, 0.935], [-2.234, -1.722, 0.279], [1.433, 3.087, 3.323], [-4.824, -1.090, 2.593], [-3.454, -2.839, -1.460], [-1.651, -0.549, 1.153], [0.119, -0.726, -1.919], [1.206, -0.371, 1.956], [-1.023, 0.011, 2.702], [2.779, 2.009, -0.759], [5.663, -0.561, -0.132], [-2.234, -0.740, -1.114], [1.809, 2.894, -2.088], [4.309, -0.062, 1.420], [0.226, 3.056, 4.651], [-3.242, -0.246, 0.148], [-4.513, -1.484, -1.695]],
  "forces_ev_per_a": [[0.973, -0.429, 0.304], [0.959, 1.085, 1.553], [-0.165, -1.195, -0.405], [0.106, 1.235, -0.149], [2.237, 0.882, 0.135], [0.729, -0.232, 0.867], [-2.094, 0.362, 0.965], [-2.347, -0.791, 1.010], [-0.471, -1.412, 0.637], [1.461, -1.843, -3.910], [-0.565, 1.371, 2.744], [0.776, 1.863, -1.651], [-1.288, -1.600, -1.308], [0.120, -0.570, 0.330], [1.676, 1.444, -2.131], [-1.081, 0.883, 0.273], [-1.220, -0.471, -1.767], [1.027, 0.343, 0.146], [-0.050, 0.388, -1.167], [0.320, 1.139, 0.168], [0.742, 0.454, 1.142], [0.078, 0.707, 1.791], [0.945, -0.856, 0.167], [-0.973, 0.412, 0.433], [-2.082, 0.090, -0.399], [-0.840, 0.333, -1.638], [1.679, -0.545, 0.189], [0.683, -0.075, -0.179], [-0.709, 0.770, 0.721], [-0.724, -0.441, -0.729], [0.026, 0.285, 0.021], [0.435, -0.346, 0.363], [-0.690, -0.066, -0.038], [-0.166, -0.185, 0.491], [-1.235, 0.276, 0.798], [0.122, 0.027, -0.521], [0.390, -0.885, 0.182], [0.154, 0.160, 0.134], [1.225, -0.877, -0.017], [-0.539, 0.219, -0.228], [-0.628, -0.213, -0.205], [-0.124, 0.373, -0.237], [-0.083, -0.188, 0.057], [-0.237, -0.299, 0.172], [0.750, 0.101, 0.836], [0.420, -0.750, -0.638], [0.021, 0.814, -0.144], [0.044, -0.558, 0.275], [-0.130, 0.088, 0.548], [0.234, -0.223, -0.349], [-0.107, -0.196, -0.528], [0.050, -0.422, -0.415], [0.018, -0.157, 0.252], [1.046, 0.079, 0.626], [-0.486, -0.283, 0.242], [-0.412, -0.077, 0.179]]
}


No. 2
{
  "formula": "C10H30N6O11Sr2",
  "method": "wB97M-V/def2-TZVPD",
  "e_lumo_ev": -8.95,
  "charge": 2,
  "species": ["Sr", "Sr", "O", "O", "O", "O", "O", "O", "O", "O", "O", "O", "O", "N", "N", "N", "N", "N", "N", "C", "C", "C", "C", "C", "C", "C", "C", "C", "C", "H", "H", "H", "H", "H", "H", "H", "H", "H", "H", "H", "H", "H", "H", "H", "H", "H", "H", "H", "H", "H", "H", "H", "H", "H", "H", "H", "H", "H", "H"],
  "coordinates": [[2.228, 5.821, 2.348], [2.074, 1.445, 3.621], [1.297, 3.259, 5.415], [1.686, 2.352, -0.859], [1.808, -2.622, -1.844], [2.042, 1.746, 1.119], [-3.540, -5.463, -0.564], [2.679, 1.593, -3.292], [0.674, 3.860, 3.386], [-0.151, 5.345, -1.136], [1.852, 3.829, 0.628], [-2.104, 0.418, -1.341], [7.016, 2.280, -0.359], [1.262, -3.053, 0.349], [5.927, 0.420, -0.954], [4.962, 1.765, 0.349], [-2.630, -2.480, -0.454], [1.464, -1.116, -0.219], [1.847, 2.658, 0.286], [-2.442, -0.681, -2.248], [-3.530, -3.356, 0.380], [-3.354, -1.702, -1.474], [5.952, 1.624, -0.445], [-0.519, 4.884, 5.286], [0.549, 3.928, 4.640], [1.568, -2.307, -0.688], [-4.303, -6.648, -0.676], [-4.439, -4.373, -0.314], [-1.246, 1.364, -1.849], [-1.828, -2.980, -0.812], [-2.982, -0.445, -3.165], [-1.609, -1.215, -2.704], [5.030, 2.540, 0.994], [0.397, 4.666, -0.742], [-3.740, -2.448, -2.169], [1.329, -4.058, 0.276], [5.070, 0.144, -1.413], [-3.651, -7.284, -1.276], [-5.069, -4.749, 0.492], [-1.688, 1.781, -2.754], [-0.783, 4.862, -1.670], [1.668, -0.443, -0.944], [6.735, 0.199, -1.518], [-1.130, 2.232, -1.200], [-0.836, 5.483, 4.432], [4.294, 1.028, 0.525], [0.029, 5.501, 5.998], [0.925, -2.672, 1.221], [-1.375, 4.384, 5.739], [-4.417, -7.234, 0.236], [-4.239, -2.797, 0.991], [-2.847, -3.844, 1.075], [-0.264, 1.051, -2.203], [-4.129, -1.082, -1.022], [1.111, -0.892, 0.701], [-5.300, -6.626, -1.116], [2.210, 2.046, -2.592], [-5.060, -3.988, -1.123], [3.519, 2.049, -3.352]],
  "forces_ev_per_a": [[-1.224, -1.414, -0.847], [-0.817, 0.839, -0.172], [-0.129, -0.333, -1.330], [-0.449, 0.157, -0.236], [0.291, 0.024, 0.770], [0.295, -0.744, 2.568], [-1.957, 0.236, -0.890], [0.019, -0.292, 0.005], [1.230, 0.636, -1.679], [0.221, 0.343, 0.478], [0.398, 3.493, 1.881], [-0.457, -1.890, -0.223], [-2.113, 0.174, -0.662], [-0.412, -5.249, 2.173], [0.208, -3.200, -3.523], [-5.286, 2.727, 3.840], [-1.351, 0.585, 1.317], [0.900, 6.809, -0.688], [0.140, -2.015, -1.947], [-0.652, -1.121, 0.908], [0.354, 1.124, -0.896], [1.854, 0.146, -0.189], [7.042, 0.548, 0.621], [1.515, -0.409, -1.638], [-0.664, -0.090, 3.395], [-0.468, -2.364, -1.636], [1.364, -1.757, -0.632], [2.161, -0.511, 2.034], [-0.103, 1.065, -1.805], [-0.272, -0.215, -0.257], [-0.439, 1.167, 0.218], [0.884, 0.143, 0.712], [-0.130, -0.186, -0.185], [0.170, -0.319, -0.146], [-0.535, 0.573, -0.573], [-0.213, 0.127, 0.083], [-0.113, -0.324, 0.017], [-0.387, -0.288, -0.351], [-0.642, 0.264, -0.028], [-0.145, 0.300, -0.374], [-0.291, -0.023, -0.263], [-0.413, 0.847, 0.569], [0.032, -0.013, -0.054], [-0.090, -0.284, 0.601], [-0.510, 0.236, 0.309], [0.235, 0.225, -0.206], [-0.303, -0.088, 0.237], [0.118, -0.442, -0.509], [0.295, -0.109, -0.003], [0.050, 0.544, 0.700], [0.366, 0.920, -0.004], [-0.316, -0.413, -0.060], [0.274, -0.644, 0.422], [-0.228, -0.405, 0.162], [0.070, 0.206, -0.904], [0.115, 0.741, -0.328], [-0.034, 0.075, -0.167], [0.295, -0.265, -0.390], [0.244, 0.133, -0.227]]
}


No. 3
{
  "formula": "C10H31N10O9",
  "method": "wB97M-V/def2-TZVPD",
  "e_lumo_ev": 2.26,
  "charge": -1,
  "species": ["O", "O", "O", "O", "O", "O", "O", "O", "O", "N", "N", "N", "N", "N", "N", "N", "N", "N", "N", "C", "C", "C", "C", "C", "C", "C", "C", "C", "C", "H", "H", "H", "H", "H", "H", "H", "H", "H", "H", "H", "H", "H", "H", "H", "H", "H", "H", "H", "H", "H", "H", "H", "H", "H", "H", "H", "H", "H", "H", "H"],
  "coordinates": [[0.545, -0.780, 0.722], [-1.165, -1.966, -5.746], [-3.629, -0.682, 2.003], [-0.030, 3.775, 2.290], [0.987, -1.956, -1.079], [3.614, 0.994, 3.317], [4.698, -4.594, -1.280], [0.088, 0.014, -1.246], [-2.292, 4.080, -2.023], [3.268, -3.653, -2.767], [4.555, -0.746, 4.417], [1.040, 1.759, 2.161], [2.418, -4.664, -0.919], [0.446, -1.986, -4.129], [3.035, -1.110, 2.740], [-1.706, -1.549, -3.562], [0.555, -0.915, -0.520], [-3.579, 1.823, 0.483], [1.936, 3.381, 3.408], [-3.178, 2.089, -0.902], [-2.329, 3.614, -3.346], [-2.764, -1.715, 1.559], [-0.825, -1.830, -4.565], [-1.989, 3.047, -1.102], [-2.939, 0.483, 2.439], [-2.446, 1.336, 1.272], [3.547, -4.359, -1.636], [0.867, 2.996, 2.651], [3.719, -0.243, 3.476], [2.585, 2.655, 3.668], [0.678, -1.887, -3.154], [5.083, -0.211, 5.076], [2.188, 4.349, 3.451], [1.937, -3.808, -0.636], [2.594, -5.202, -0.083], [-1.280, -1.075, -2.772], [-3.052, 1.116, -1.384], [-1.734, 0.735, 0.704], [-2.301, -1.607, 0.583], [-3.576, 1.009, 3.155], [-1.413, 3.126, -3.696], [2.338, -3.465, -3.096], [-1.897, 2.148, 1.765], [3.353, -2.052, 2.595], [-2.429, 4.419, -4.078], [1.216, -2.031, -4.769], [0.359, 1.361, 1.534], [4.731, -1.736, 4.428], [-2.092, 0.213, 3.086], [-3.882, 2.705, 0.881], [-4.005, 2.564, -1.441], [-3.164, 2.949, -3.587], [-2.633, -1.294, -3.849], [-2.050, -2.000, 2.345], [-3.402, -2.597, 1.691], [1.883, 1.239, 2.333], [-1.121, 2.426, -1.349], [2.386, -0.740, 2.057], [-1.740, 3.500, -0.141], [3.991, -3.458, -3.434]],
  "forces_ev_per_a": [[0.421, -0.411, -0.379], [0.292, 0.090, 0.775], [0.550, 0.330, 0.091], [0.366, -0.761, 0.703], [-0.010, 0.268, 0.565], [-0.099, -1.291, 0.436], [-0.448, -0.526, -0.370], [0.310, -0.987, 0.644], [0.392, -0.092, -0.481], [0.021, 0.155, -0.686], [0.309, -1.331, 0.188], [-1.045, -1.054, -0.277], [-0.961, 0.018, 0.998], [0.872, -0.223, 0.283], [-0.667, -0.824, -0.774], [0.291, 0.072, 0.453], [-0.682, 0.926, -0.869], [0.508, 0.195, -0.606], [-0.105, -0.023, 0.915], [-0.647, 0.156, -0.172], [0.078, 0.048, -1.173], [-1.031, -1.076, 1.813], [-0.560, -0.185, -1.467], [-0.046, -0.955, 0.729], [0.258, -0.391, 0.041], [-0.501, 0.024, 1.564], [1.219, 0.856, -0.011], [0.324, 1.572, -1.603], [0.752, 2.794, 0.256], [0.324, 0.333, -0.100], [-0.064, 0.217, 0.362], [-0.123, 0.575, -0.306], [-0.182, -0.001, 0.117], [-0.425, -0.070, -0.461], [0.428, -0.037, -0.139], [-0.433, 0.071, 0.141], [0.352, 0.036, -0.012], [-0.154, 0.107, -0.373], [-0.073, 0.127, -0.067], [-0.466, 0.225, -0.535], [0.182, -0.300, 0.578], [-0.222, -0.313, 0.348], [0.284, 0.113, -0.369], [-0.129, -0.047, 0.104], [-0.165, 0.521, 0.559], [-0.319, 0.040, -0.339], [0.039, 0.008, 0.060], [-0.095, -0.003, 0.127], [0.270, -0.242, -0.306], [-0.039, -0.058, 0.100], [-0.240, -0.071, 0.250], [-0.082, -0.230, 0.428], [0.047, 0.114, 0.000], [0.677, 0.801, -0.256], [-0.095, -0.095, -1.179], [0.087, 0.286, 0.107], [0.220, 0.440, -0.535], [0.050, -0.231, -0.123], [-0.114, 0.338, -0.108], [0.303, -0.024, 0.340]]
}


No. 4
{
  "formula": "C10H31N2OPSSi2",
  "method": "wB97M-V/def2-TZVPD",
  "e_lumo_ev": -1.42,
  "charge": 0,
  "species": ["S", "P", "Si", "Si", "O", "N", "N", "C", "C", "C", "C", "C", "C", "C", "C", "C", "C", "H", "H", "H", "H", "H", "H", "H", "H", "H", "H", "H", "H", "H", "H", "H", "H", "H", "H", "H", "H", "H", "H", "H", "H", "H", "H", "H", "H", "H", "H", "H"],
  "coordinates": [[-0.859, -3.084, 0.332], [-0.814, -5.375, 0.196], [1.545, 3.580, -1.964], [1.958, 0.966, -0.573], [-0.565, -5.814, 1.717], [2.102, 2.020, -1.820], [-2.473, -5.593, 0.015], [-1.896, -2.559, 1.754], [2.739, 1.481, 1.083], [2.739, -0.713, -1.009], [-3.748, -1.330, 0.505], [2.246, 4.800, -0.685], [-2.539, -1.203, 1.433], [-0.352, 3.752, -1.840], [0.152, 0.498, -0.136], [-1.143, -2.635, 3.090], [2.012, 4.277, -3.658], [3.098, 4.267, -3.776], [-0.379, 1.297, 0.387], [-0.836, 3.004, -2.473], [-4.663, -1.481, 1.078], [-0.066, -2.737, 2.962], [-1.269, -5.654, 2.368], [-2.696, -3.306, 1.724], [3.804, -0.585, -1.217], [2.797, 0.654, 1.801], [2.646, -1.455, -0.201], [-2.914, -4.947, -0.635], [1.827, 4.626, 0.311], [-0.693, 4.741, -2.165], [2.029, 5.839, -0.953], [0.167, -0.387, 0.519], [3.754, 1.843, 0.906], [-1.472, -3.490, 3.681], [-3.652, -2.188, -0.169], [1.663, 5.304, -3.800], [0.389, -2.707, 0.659], [2.171, 2.286, 1.557], [-3.872, -0.442, -0.110], [-0.701, 3.611, -0.812], [2.268, -1.121, -1.908], [-2.869, -0.813, 2.397], [1.581, 3.659, -4.449], [-3.022, -5.584, 0.870], [3.331, 4.687, -0.620], [-1.809, -0.513, 1.018], [-0.397, 0.251, -1.050], [-1.318, -1.726, 3.662]],
  "forces_ev_per_a": [[-0.324, 0.409, -0.508], [0.225, -0.220, -0.104], [0.102, -0.020, -0.207], [0.223, 0.019, -0.236], [-0.319, -0.025, 0.141], [-0.146, 0.073, 0.181], [-0.016, 0.620, 0.471], [0.090, 0.039, 0.236], [-0.118, -0.204, 0.079], [-0.142, -0.094, 0.191], [0.027, -0.110, 0.011], [-0.102, 0.070, -0.061], [-0.272, -0.174, 0.015], [0.052, 0.109, 0.003], [0.011, -0.255, 0.175], [0.168, -0.067, -0.157], [-0.088, 0.129, 0.056], [0.001, -0.028, -0.021], [0.017, 0.023, -0.031], [-0.008, -0.007, 0.012], [-0.022, -0.020, -0.016], [0.012, 0.084, 0.010], [0.236, -0.056, -0.101], [0.016, -0.050, 0.026], [0.003, -0.027, -0.029], [0.007, 0.006, -0.003], [0.028, 0.004, 0.005], [0.019, -0.359, -0.325], [0.037, -0.046, 0.004], [0.000, 0.000, 0.002], [0.000, -0.001, 0.002], [-0.005, 0.043, 0.059], [-0.001, 0.025, 0.009], [-0.042, 0.046, 0.057], [0.066, 0.094, -0.109], [0.008, -0.007, -0.006], [0.055, -0.019, 0.143], [0.034, 0.047, -0.047], [-0.019, 0.006, -0.001], [0.007, -0.054, -0.009], [0.029, 0.018, -0.031], [0.059, 0.164, -0.018], [0.031, -0.018, -0.007], [-0.025, -0.150, -0.054], [0.002, -0.003, 0.017], [0.109, 0.024, 0.111], [-0.006, -0.005, 0.009], [-0.022, -0.033, 0.057]]
}


Which E_HOMO belongs to each record? In order, -9.9; -11.6; -6.0; -5.9 eV.
Which E belongs to each record? In order, -60064.441; -43972.415; -44203.384; -51780.116 eV.
Which F_max belongs to each record? In order, 4.6; 7.1; 2.9; 0.8 eV/A.